No. 1
75
Properties=species:S:1:pos:R:3:forces:R:3 method="wB97M-V/def2-TZVPD" e_tot_ha=-1818.6371 charge=-1 fmax_ev_per_a=0.57
P 0.2631 2.9929 1.7762 0.1 0.3 -0.3
O 3.9724 4.8674 2.0385 -0.1 0.1 0.1
N 4.0581 4.7538 -2.3848 0.1 0.0 0.0
N -3.2710 -0.8337 5.8963 0.0 -0.1 0.0
N -3.1838 -4.9852 -0.5720 0.0 0.0 -0.1
N -3.0718 -5.1049 -6.1807 0.0 -0.1 -0.1
N -0.9690 -0.6528 1.0370 -0.1 -0.2 -0.1
C -1.9494 -0.8856 6.0516 0.0 0.0 -0.1
C -2.4650 -4.4321 -2.7929 0.1 0.0 0.0
C -2.4156 -6.0511 -6.8481 0.0 0.0 0.0
C -4.2628 -4.7409 -6.6490 0.0 0.1 0.1
C 1.5700 4.4351 1.9288 0.3 -0.4 0.2
C 4.6043 5.4019 -4.6256 0.0 0.0 0.0
C -1.9628 -2.0522 2.7050 0.0 0.0 0.1
C -2.1180 -1.0024 8.4254 0.0 0.0 0.0
C 4.7424 6.7227 -4.2304 0.0 0.0 0.0
C 0.0884 -1.4567 1.0377 0.1 0.1 0.0
C -2.3291 -2.7922 -1.0579 -0.1 -0.1 -0.2
C -4.1472 -6.2753 -8.4663 0.0 0.0 0.0
C -4.8431 -5.2926 -7.7814 0.0 0.0 0.0
C -2.1331 -3.1492 -2.3826 0.0 0.0 0.0
C 4.5310 7.0433 -2.8998 0.0 0.0 0.0
C 4.2615 4.4608 -3.6657 0.0 0.0 0.0
C -2.8558 -3.7474 -0.1981 -0.1 -0.1 -0.1
C 2.9543 3.9005 1.6934 -0.1 0.0 0.1
C 0.1942 -2.5850 1.8397 0.0 0.0 0.0
C -1.3276 -0.9742 7.2892 0.0 0.0 0.0
C -4.0174 -0.8622 6.9977 0.0 0.0 0.0
C -2.9053 -6.6645 -7.9913 0.0 0.0 0.0
C 5.2262 4.5852 1.4944 0.4 0.0 -0.1
C 4.1901 6.0260 -2.0184 0.0 0.0 0.1
C -1.9698 -0.9517 1.8616 0.1 0.1 0.0
C -3.4950 -0.9435 8.2793 0.0 0.0 0.0
C 5.9076 3.3048 1.9929 0.1 -0.1 0.0
C -0.8551 -2.8869 2.6893 0.0 0.0 0.1
C -2.9850 -5.3051 -1.8500 0.0 0.0 0.0
H 5.0085 7.4890 -4.9479 0.0 0.0 0.0
H -3.0275 -3.5112 0.8420 0.0 0.1 0.0
H -2.3304 -4.7463 -3.8198 -0.1 0.0 0.0
H 5.1843 4.5501 0.3964 -0.2 -0.1 0.0
H 6.5435 2.8998 1.2030 0.1 0.0 0.0
H 5.1871 2.5334 2.2556 -0.1 0.0 -0.1
H -3.2619 -6.3168 -2.1306 0.0 0.0 0.0
H 3.0971 3.5814 0.6548 0.0 0.1 -0.1
H -1.7260 -2.4349 -3.0876 0.0 0.0 0.0
H -4.1521 -0.9597 9.1385 0.0 0.0 0.0
H -2.7997 -2.2462 3.3640 0.0 0.1 0.0
H -0.2001 3.5514 0.4709 0.0 0.0 0.0
H -1.6694 -1.0664 9.4088 0.0 0.0 0.0
H -5.0900 -0.8161 6.8410 0.0 0.0 0.0
H -0.8121 -3.7573 3.3330 0.0 0.0 0.0
H 1.2646 2.1513 1.0461 0.0 -0.1 0.0
H -4.5656 -6.7302 -9.3550 0.0 0.0 0.0
H 4.6248 8.0613 -2.5466 0.0 0.0 0.0
H -0.7126 3.8252 2.5241 0.0 0.1 0.0
H 1.5184 4.7782 2.9670 -0.1 0.1 0.0
H 0.7789 2.4265 3.0696 0.0 0.0 0.1
H 1.3278 5.2409 1.2320 -0.1 0.0 0.0
H -1.4487 -6.3294 -6.4425 0.0 0.0 0.0
H 4.0179 6.2341 -0.9672 0.0 0.0 0.0
H -2.8097 -0.2653 1.8486 0.0 0.0 0.0
H -2.3262 -7.4273 -8.4934 0.0 0.0 0.0
H 6.5343 3.4866 2.8671 -0.1 0.0 0.1
H -0.2491 -1.0144 7.3538 0.0 0.0 0.0
H -2.0828 -1.8026 -0.7014 0.0 0.0 0.0
H 0.8933 -1.1697 0.3696 0.0 0.0 0.0
H -0.7229 1.9384 1.6372 0.0 -0.1 0.2
H -5.8157 -4.9580 -8.1150 0.0 0.0 0.0
H 3.0753 3.0148 2.3312 0.0 0.0 -0.1
H 5.8738 5.4296 1.7469 -0.1 0.1 0.0
H -1.3648 -0.8564 5.1389 0.0 0.0 0.0
H 4.7581 5.1044 -5.6543 0.0 0.0 0.0
H 4.1412 3.4163 -3.9334 0.0 0.0 0.0
H 1.0812 -3.2033 1.8009 0.0 0.0 0.0
H -4.7735 -3.9680 -6.0851 0.0 0.0 0.0

=====

No. 2
80
Properties=species:S:1:pos:R:3:forces:R:3 method="wB97M-V/def2-TZVPD" e_tot_ha=-6526.2309 charge=+3 fmax_ev_per_a=1.16
Y 1.7667 1.4176 0.4348 0.0 -1.2 0.0
As 3.4591 2.6584 -1.4467 0.1 0.3 0.1
As 3.4027 2.9394 2.1588 0.1 0.5 0.0
S 4.2399 -0.1819 0.6016 -0.5 0.0 -0.1
F -1.8343 -4.8413 -0.1900 0.1 0.0 0.0
O 0.1716 2.6143 -0.6928 -0.4 0.0 -0.2
O 0.0045 2.3067 1.4504 -0.6 0.1 0.2
O 0.2929 -0.2396 0.1015 -0.4 -0.2 0.0
N -4.6014 -4.4461 -0.4744 0.0 0.3 0.1
N -3.7515 0.3019 -0.1446 0.0 -0.3 0.0
N -6.4790 -6.5784 -0.6155 0.2 0.2 0.0
C -1.8806 -1.2313 -0.0855 0.0 -0.1 -0.1
C -5.7003 1.7083 -0.9906 0.0 -0.1 0.1
C -2.9179 1.3374 0.0054 0.1 -0.1 0.0
C -1.4000 -2.5553 -0.1163 0.0 0.2 0.0
C -5.1938 0.5538 -0.1843 0.2 0.0 0.0
C -4.2016 -5.7253 -1.0431 0.2 0.0 0.0
C 4.4626 1.6582 -2.7448 0.1 0.0 -0.2
C 4.2704 -1.8507 1.2517 0.1 -0.4 0.1
C -5.4011 -6.4005 -1.6705 -0.6 -0.2 0.2
C 6.8857 4.8169 -0.4449 0.0 0.0 -0.1
C -3.2625 -1.0052 -0.1687 -0.5 0.3 0.0
C -5.9499 0.3057 -1.4557 0.1 0.1 0.1
C -3.6844 -3.3771 -0.3300 -0.1 -0.3 -0.1
C 2.6076 4.5646 2.8417 0.1 0.0 0.1
C -4.1573 -2.0841 -0.3011 0.3 0.1 0.0
C -5.6064 -4.6027 0.5675 -0.1 0.1 0.1
C 5.8417 4.3261 1.6550 0.2 0.1 -0.1
C 6.8801 4.9016 0.9370 -0.1 0.0 0.0
C 4.8204 3.5470 -0.3819 0.2 0.2 -0.2
C -0.5179 2.2256 0.2928 0.6 -0.3 0.1
C -0.9988 -0.1144 0.0256 1.0 0.1 0.2
C 4.3680 2.2403 3.6632 0.2 0.0 0.2
C -2.2831 -3.5786 -0.2156 -0.3 -0.2 -0.1
C 2.7129 4.1147 -2.4615 0.1 0.1 -0.1
C 5.8576 4.1501 -1.0946 0.2 0.1 0.1
C -1.5592 1.1707 0.0902 -0.9 0.4 0.0
C -6.8557 -5.2497 0.0113 0.0 -0.5 -0.3
C 5.9708 0.2685 0.4826 0.2 0.0 0.0
C 4.8090 3.6416 1.0154 0.1 0.1 0.1
H 7.6813 5.2711 -1.0201 0.0 0.0 0.0
H -5.2127 -1.9014 -0.4279 0.0 0.0 0.0
H -7.3025 -7.0278 -1.0180 0.0 0.0 -0.1
H 4.8967 0.7714 -2.2905 0.0 0.0 0.0
H -6.9470 -0.1001 -1.3630 0.0 0.0 -0.1
H 5.8654 4.4344 2.7322 -0.1 -0.1 0.0
H 3.7964 1.3583 -3.5522 0.0 0.0 0.0
H -6.1421 -7.2147 0.1110 0.0 0.0 0.0
H -3.7441 -6.3896 -0.2982 0.0 0.0 0.0
H -3.4000 2.3035 0.0525 0.1 0.0 0.0
H 5.8903 4.1177 -2.1768 -0.1 -0.1 0.0
H -3.4648 -5.5786 -1.8295 0.0 0.0 0.0
H 2.0777 5.0723 2.0387 0.0 0.0 0.0
H -4.9877 2.2824 -1.5657 0.0 0.1 0.0
H 3.4024 5.2058 3.2200 -0.1 0.1 0.0
H -5.8942 -3.6385 0.9820 0.1 0.0 0.0
H 4.8870 3.0559 4.1621 0.0 -0.1 0.1
H -5.3757 -0.0242 -2.3108 0.0 0.0 0.0
H -7.6060 -5.4597 0.7708 0.0 0.1 0.1
H -7.2961 -4.6694 -0.7978 0.0 0.1 0.1
H 6.4449 0.2466 1.4621 0.0 0.0 0.0
H 3.2458 -2.1907 1.3906 0.0 0.1 0.0
H 6.0304 1.2772 0.0813 0.0 0.0 0.0
H 5.0856 1.5028 3.3106 0.0 0.0 0.1
H 3.5239 4.6112 -2.9927 -0.1 0.1 0.0
H 5.2434 2.2983 -3.1495 0.0 -0.1 -0.1
H 2.2352 4.8131 -1.7786 0.0 0.0 0.0
H -5.6672 0.3327 0.7637 0.0 0.0 0.0
H -6.5178 2.2702 -0.5644 0.0 0.1 0.0
H -5.2171 -5.2015 1.4054 0.0 0.0 0.0
H -0.3417 -2.7590 -0.0357 0.0 0.0 0.0
H -5.8610 -5.7964 -2.4504 0.1 0.0 -0.1
H 7.6741 5.4222 1.4551 0.0 0.0 0.0
H 4.7598 -2.5206 0.5470 0.0 0.1 0.0
H 3.6799 1.7757 4.3665 0.0 0.0 0.0
H 1.9116 4.3170 3.6406 0.0 0.0 0.0
H 4.7829 -1.8876 2.2112 0.0 0.1 0.0
H 1.9816 3.7299 -3.1687 0.0 0.0 0.0
H -5.1772 -7.3940 -2.0534 0.1 0.1 0.0
H 6.4712 -0.4229 -0.1929 0.0 0.0 0.0